# C3H8O4S

3 unconnected molecules or ions with the total composition C3H8O4S (ωB97M-V with the def2-TZVPD basis set, OMol25).

```
16
Properties=species:S:1:pos:R:3:forces:R:3:mulliken_charge:R:1
O 2.3282 0.6344 1.8435 2.546 -0.497 0.937 -0.688
C 1.2850 0.5305 1.2208 -1.948 0.049 3.020 0.392
O 1.0561 1.1507 0.1728 -1.142 0.105 -1.882 -0.784
C 0.1221 -0.1876 2.1953 0.518 -1.235 -2.056 -0.425
C -1.2596 0.4692 2.2129 1.137 -0.435 1.106 -0.533
S -2.2834 -0.3058 3.5166 -0.401 0.187 0.442 -0.819
H 0.5084 -0.2006 3.2159 0.235 0.205 -0.230 0.261
H 0.0038 -1.3067 1.9253 0.146 1.576 0.200 0.194
H -1.0516 1.5427 2.3809 -0.663 -0.290 -0.268 0.238
H -1.7844 0.2303 1.3224 -0.264 0.508 -1.170 0.148
H -0.3980 -1.1704 -5.0495 -0.672 0.128 -0.147 0.299
H 0.8895 -1.2514 -4.3638 0.218 0.444 -0.215 0.334
O 0.5275 -1.0648 -5.2478 0.450 -0.439 0.459 -0.649
H 0.5947 0.5905 -1.2743 -0.055 0.578 1.723 0.425
H -0.7384 0.1873 -2.0354 -0.884 0.335 0.626 0.253
O 0.2000 0.1517 -2.0357 0.778 -1.218 -2.546 -0.646
```
Forces are in eV/Å.

Relative energy (zero: lowest compared OMol25 entry of this formula, charge and spin) in kJ/mol: 109.76
E in Ha: -818.245148
Frontier orbital gap in eV: 4.69
Largest force on an atom in eV/Å: 3.594
Molecular weight in g mol⁻¹: 140.2
Net charge: -2